15
Properties=species:S:1:pos:R:3 method="wB97M-V/def2-TZVPD" mol_weight_g_mol=76.119 e_homo_ev="-22.1479 / -22.1483" e_lumo_ev="-10.24 / -14.19" total_energy_ha=-249.52049 de_lowest_kcal_mol=50.5 spin_multiplicity=2 s2=0.757 total_charge=+2
C -1.1313 1.9719 1.8712
N -0.1264 0.8147 1.8074
H -1.7794 1.8477 1.0065
H -1.7755 1.8329 2.7318
H -0.5875 2.9050 1.7887
H 0.8192 1.0968 1.5424
H -0.4281 0.1722 1.0828
H -0.0794 0.2556 2.6600
O 0.7634 -0.4766 -0.5741
C 0.4605 -0.8582 -1.6688
C 0.9250 -2.1028 -2.3444
H -0.2664 -0.2628 -2.2692
H 1.9307 -1.8851 -2.7507
H 0.2875 -2.3375 -3.1961
H 0.9877 -2.9739 -1.6875


16
Properties=species:S:1:pos:R:3 method="wB97M-V/def2-TZVPD" mol_weight_g_mol=92.118 e_homo_ev=-2.7108 e_lumo_ev=4.22 total_energy_ha=-325.53119 de_lowest_kcal_mol=14.7 total_charge=-1
C 0.8585 0.3282 -0.1765
O 0.8448 -0.1844 -1.4327
C 0.4211 -0.7345 0.8727
C -1.0845 -0.6727 1.0920
N 0.8266 -2.0646 0.4243
H 0.1405 1.1918 -0.0931
H 1.8433 0.7931 0.0825
H 0.8878 -0.5403 1.8458
H -1.6006 -0.6820 0.1347
H -1.4079 -1.5691 1.6201
H -1.3807 0.2180 1.6395
H 0.9745 -1.9237 -0.5868
H 1.7266 -2.2610 0.8507
H -1.1468 1.9239 -2.0879
H -0.6625 3.3357 -1.7977
O -1.2409 2.8414 -2.3878


16
Properties=species:S:1:pos:R:3 method="wB97M-V/def2-TZVPD" mol_weight_g_mol=92.118 e_homo_ev=-13.0633 e_lumo_ev=-4.28 total_energy_ha=-325.29127 de_lowest_kcal_mol=16.5 total_charge=+1
C 1.7654 0.0207 -0.0956
N 3.1024 0.3910 -0.7054
H 1.9444 -0.8050 0.5865
H 1.3521 0.8720 0.4311
H 1.1209 -0.2913 -0.9092
H 3.5379 -0.3665 -1.2355
H 3.7503 0.6789 0.0366
H 2.9690 1.1962 -1.3207
O -3.6827 0.3368 1.4288
C -2.9978 -0.0767 0.5422
O -3.4434 -0.3159 -0.6980
C -1.5158 -0.3315 0.6544
H -4.3946 -0.1951 -0.7496
H -1.1296 -0.6399 -0.3145
H -1.3202 -1.0893 1.4086
H -1.0583 0.6157 0.9404


18
Properties=species:S:1:pos:R:3 method="wB97M-V/def2-TZVPD" mol_weight_g_mol=156.252 e_homo_ev=-12.3675 e_lumo_ev=-3.88 total_energy_ha=-1121.57395 de_lowest_kcal_mol=63.6 total_charge=+1
N 0.2351 -1.5160 -0.1272
C -0.7341 -0.2743 -0.2174
C 0.0115 0.8672 -0.7509
O 1.1389 1.0729 -0.2139
C -1.5376 0.1309 1.1771
S -2.2378 1.8787 1.3521
S -0.6762 3.0426 1.6570
H 1.2901 -1.0998 -0.1234
H -0.0228 -2.0278 0.7382
H 0.0341 -2.1982 -0.7885
H -1.5465 -0.7169 -0.9680
H -0.3957 1.5504 -1.4299
H -2.1724 -0.7468 1.5545
H -0.7594 0.0251 2.1246
H -0.1768 2.5893 2.9894
H 2.0489 -1.0637 -2.8361
H 3.2168 -0.6155 -2.1768
O 2.2840 -0.8981 -1.9607


17
Properties=species:S:1:pos:R:3 method="wB97M-V/def2-TZVPD" mol_weight_g_mol=120.204 e_homo_ev=-13.3893 e_lumo_ev=-3.36 total_energy_ha=-614.83874 de_lowest_kcal_mol=25.4 total_charge=+1
C -1.7736 1.9886 -0.7946
C -1.6021 0.7290 -1.1981
Si -0.4243 -0.6053 -0.2685
O -0.1926 -1.9710 -1.0285
O -0.7578 -0.8258 1.2522
C 1.3600 0.1132 0.0358
N 1.8004 -0.4866 1.3612
H -2.5557 2.6769 -1.1434
H -1.1878 2.3423 0.0367
H -1.8936 0.3940 -2.1641
H -0.0693 -2.0288 -1.9636
H -1.4413 -1.2562 1.7565
H 1.9677 -0.4087 -0.7485
H 1.3404 1.2220 -0.1776
H 2.1469 -1.3835 1.2592
H 0.7872 -0.5331 1.9042
H 2.4955 0.0332 1.8810


17
Properties=species:S:1:pos:R:3 method="wB97M-V/def2-TZVPD" mol_weight_g_mol=108.117 e_homo_ev=-2.8242 e_lumo_ev=3.91 total_energy_ha=-400.75523 de_lowest_kcal_mol=20.2 total_charge=-1
C -0.6150 -1.2236 0.6972
O -1.7413 -0.5915 0.9940
C 0.3677 -0.3926 -0.2843
C 0.6152 -1.1332 -1.5563
O 1.4858 -2.2598 -1.4091
N -0.2066 0.9028 -0.5962
H -0.7218 -2.2521 0.2057
H 0.0873 -1.5010 1.5624
H 1.2646 -0.2513 0.3337
H -0.3543 -1.4740 -1.9140
H 1.0111 -0.4838 -2.3470
H 1.5668 -2.4339 -0.4671
H -0.8997 0.7541 -1.3290
H -0.7032 1.2699 0.2141
H 0.2785 3.7791 1.5724
H -1.0069 3.2503 2.1467
O -0.4278 4.0407 2.1767


17
Properties=species:S:1:pos:R:3 method="wB97M-V/def2-TZVPD" mol_weight_g_mol=108.117 e_homo_ev=-15.4385 e_lumo_ev=-3.37 total_energy_ha=-400.50167 de_lowest_kcal_mol=52.1 total_charge=+1
C 2.3640 -0.1741 0.1462
C 1.2474 0.7180 -0.3634
C -1.0541 0.8154 0.1597
N -1.3954 -1.4720 0.0507
O -2.0218 1.0358 0.9689
O -1.2358 1.2170 -1.1128
O 0.1477 0.7574 0.6003
H 2.7042 0.3013 1.1100
H 1.8723 -1.2305 0.3016
H 3.2404 -0.2419 -0.5226
H 0.8777 0.2155 -1.2797
H 1.5971 1.7025 -0.5108
H -0.9494 -1.8564 -0.7777
H -0.8631 -2.1626 0.6945
H -2.4146 -1.5873 0.0403
H -1.9950 0.9528 1.9878
H -2.1218 1.0090 -1.4930


18
Properties=species:S:1:pos:R:3 method="wB97M-V/def2-TZVPD" mol_weight_g_mol=124.116 e_homo_ev=-4.3733 e_lumo_ev=3.69 total_energy_ha=-476.07460 de_lowest_kcal_mol=38.3 total_charge=-1
O -0.2616 1.0488 -2.7988
C 0.1833 0.6348 -1.7153
N -0.4336 0.6959 -0.5458
C -1.8386 1.2296 0.0551
O -1.7243 1.2978 1.3561
C 1.5627 -0.0192 -1.6447
H -0.0493 0.1200 0.1936
H -2.4928 0.4252 -0.2817
H -1.9138 2.1916 -0.4866
H 2.2612 0.8002 -1.8545
H 1.7873 -0.4418 -0.6715
H 1.6884 -0.7387 -2.4468
H 1.1782 -2.3536 1.3354
H 1.5139 -1.0153 1.8715
O 1.8343 -1.6566 1.2177
H -1.2110 0.0774 1.9845
H -1.3568 -1.4991 2.1119
O -0.7277 -0.7968 2.3195